1.
{
  "formula": "C2H3N3O",
  "method": "ωB97M-V/def2-TZVPD",
  "symbols": ["C", "C", "H", "H", "H", "N", "N", "N", "O"],
  "positions_angstrom": [[0.292, 1.003, -0.034], [0.662, -1.013, -0.054], [-2.270, -0.356, 0.647], [-0.005, 2.119, -0.250], [0.250, -2.058, -0.091], [-0.428, -0.042, 0.163], [1.546, 0.844, -0.003], [1.740, -0.529, -0.134], [-1.786, 0.031, -0.244]],
  "homo_lumo_gap_ev": 10.12,
  "homo_ev": -9.924,
  "lumo_ev": 0.197,
  "mol_weight_g_mol": 85.07
}

***

2.
{
  "formula": "C2H3N3O",
  "method": "ωB97M-V/def2-TZVPD",
  "symbols": ["C", "C", "N", "N", "N", "O", "H", "H", "H"],
  "positions_angstrom": [[1.908, 2.312, -0.926], [-0.040, -0.018, -0.141], [2.949, 2.765, -0.969], [-0.972, 1.238, -1.920], [-0.037, 1.085, -1.119], [-1.109, 1.895, -2.924], [0.366, 0.309, 0.795], [-1.004, -0.150, 0.178], [0.470, -0.923, -0.411]],
  "homo_lumo_gap_ev": [8.28, 8.52],
  "homo_ev": [-10.646, -10.799],
  "lumo_ev": [-2.369, -2.274],
  "mol_weight_g_mol": 85.07
}

***

3.
{
  "formula": "C2H3N3O",
  "method": "ωB97M-V/def2-TZVPD",
  "symbols": ["O", "C", "C", "N", "N", "N", "H", "H", "H"],
  "positions_angstrom": [[2.335, 0.215, -0.267], [1.177, 0.809, -0.097], [0.181, 1.469, 0.048], [-1.818, -0.424, 0.448], [-0.889, -1.159, 0.121], [0.099, -1.688, -0.037], [2.219, -0.747, -0.278], [-0.692, 2.057, 0.202], [-2.632, -0.540, -0.148]],
  "homo_lumo_gap_ev": 10.20,
  "homo_ev": -9.410,
  "lumo_ev": 0.788,
  "mol_weight_g_mol": 85.07
}

***

4.
{
  "formula": "C2H3N3O",
  "method": "ωB97M-V/def2-TZVPD",
  "symbols": ["H", "N", "C", "N", "C", "O", "N", "H", "H"],
  "positions_angstrom": [[-1.632, -1.732, -1.162], [-1.054, -0.917, -1.508], [-0.358, -0.413, -0.585], [0.400, 0.843, -0.784], [0.812, 1.135, 0.368], [0.564, 0.288, 1.395], [-0.254, -0.698, 0.769], [1.406, 1.955, 0.632], [-0.651, -1.459, 1.329]],
  "homo_lumo_gap_ev": 9.82,
  "homo_ev": -9.142,
  "lumo_ev": 0.681,
  "smiles": "[H]/N=c1/nco[nH]1",
  "mol_weight_g_mol": 85.07
}

***

Stability, lowest: 2

***

1.
{
  "formula": "C2H3N3O",
  "method": "ωB97M-V/def2-TZVPD",
  "symbols": ["H", "N", "C", "N", "N", "C", "O", "H", "H"],
  "positions_angstrom": [[0.076, -0.631, 2.367], [0.881, -0.237, 1.866], [0.419, -0.039, 0.648], [-0.764, -0.423, 0.047], [-0.865, 0.007, -1.230], [0.235, 0.582, -1.431], [1.107, 0.488, -0.412], [-1.630, -0.672, 0.576], [0.543, 0.926, -2.431]],
  "homo_lumo_gap_ev": 9.67,
  "homo_ev": -8.904,
  "lumo_ev": 0.771,
  "smiles": "[H]/N=c1\\[nH]nco1",
  "mol_weight_g_mol": 85.07
}

***

2.
{
  "formula": "C2H3N3O",
  "method": "ωB97M-V/def2-TZVPD",
  "symbols": ["H", "N", "C", "N", "C", "N", "O", "H", "H"],
  "positions_angstrom": [[-2.308, 0.788, 0.125], [-2.247, -0.281, 0.065], [-0.989, -0.142, -0.167], [-0.207, 1.137, -0.087], [0.977, 0.677, -0.022], [1.118, -0.648, 0.036], [-0.049, -1.302, -0.169], [1.945, 1.077, -0.168], [1.761, -1.305, 0.388]],
  "homo_lumo_gap_ev": 9.66,
  "homo_ev": -9.019,
  "lumo_ev": 0.646,
  "smiles": "[H]/N=c1\\nc[nH]o1",
  "mol_weight_g_mol": 85.07
}

***

Stability, lowest: 2

***

1.
{
  "formula": "C2H3N3O",
  "method": "ωB97M-V/def2-TZVPD",
  "symbols": ["O", "C", "N", "C", "N", "N", "H", "H", "H"],
  "positions_angstrom": [[-0.431, -0.068, 2.173], [-0.200, -0.047, 0.982], [-0.802, -0.778, -0.063], [-0.220, -0.608, -1.285], [0.811, 0.296, -1.020], [0.732, 0.700, 0.277], [-1.566, -1.417, 0.115], [0.171, 0.728, -1.874], [1.504, 1.195, 0.695]],
  "homo_lumo_gap_ev": 10.61,
  "homo_ev": -9.784,
  "lumo_ev": 0.828,
  "mol_weight_g_mol": 85.07
}

***

2.
{
  "formula": "C2H3N3O",
  "method": "ωB97M-V/def2-TZVPD",
  "symbols": ["O", "C", "N", "N", "C", "N", "H", "H", "H"],
  "positions_angstrom": [[0.372, 1.675, -1.018], [0.032, 0.484, -0.521], [-0.574, -0.491, -1.106], [-0.781, -1.457, -0.112], [-0.234, -1.027, 0.973], [0.349, 0.236, 0.801], [-0.214, 1.840, -1.769], [-0.312, -1.511, 1.940], [1.362, 0.252, 0.813]],
  "homo_lumo_gap_ev": 10.37,
  "homo_ev": -9.747,
  "lumo_ev": 0.622,
  "smiles": "Oc1nnc[nH]1",
  "mol_weight_g_mol": 85.07
}

***

Stability, lowest: 1

***

1.
{
  "formula": "C2H3N3O",
  "method": "ωB97M-V/def2-TZVPD",
  "symbols": ["O", "C", "C", "N", "N", "N", "H", "H", "H"],
  "positions_angstrom": [[0.466, 1.887, -0.524], [0.119, 0.649, -0.147], [0.933, -0.505, -0.225], [0.257, -1.494, 0.299], [-0.901, -0.938, 0.689], [-1.060, 0.349, 0.362], [-0.292, 2.462, -0.339], [1.927, -0.626, -0.617], [-1.448, -1.783, 0.502]],
  "homo_lumo_gap_ev": 10.48,
  "homo_ev": -9.564,
  "lumo_ev": 0.911,
  "smiles": "Oc1cn[nH]n1",
  "mol_weight_g_mol": 85.07
}

***

2.
{
  "formula": "C2H3N3O",
  "method": "ωB97M-V/def2-TZVPD",
  "symbols": ["N", "C", "C", "N", "N", "O", "H", "H", "H"],
  "positions_angstrom": [[0.514, 0.530, 1.419], [0.116, 0.658, 0.108], [0.199, -0.616, -0.643], [-0.714, -0.847, -1.540], [-1.544, -1.063, -2.279], [-0.252, 1.711, -0.379], [0.334, 1.342, 1.993], [0.364, -0.363, 1.865], [0.984, -1.352, -0.545]],
  "homo_lumo_gap_ev": 9.60,
  "homo_ev": -9.066,
  "lumo_ev": 0.531,
  "mol_weight_g_mol": 85.07
}

***

Stability, lowest: 1